Entry 1:
{"formula": "C5H5BN2O2", "method": "ωB97M-V/def2-TZVPD", "symbols": ["B", "C", "C", "C", "C", "C", "N", "N", "O", "O", "H", "H", "H", "H", "H"], "coordinates": [[-1.3425, 1.2584, -0.2762], [2.0334, 0.8321, 0.1767], [0.3937, -2.2252, 0.1007], [-0.8603, -1.4878, -0.0896], [1.5859, -1.4971, -0.0236], [-0.8597, -0.1630, -0.2840], [2.3616, 1.8209, 0.6747], [1.4981, -0.1817, -0.3512], [-2.1851, 1.5172, 0.7328], [-0.6761, 2.1265, -1.0115], [0.3684, -3.2846, 0.2542], [-1.7109, -2.1956, -0.2329], [2.5579, -1.8682, 0.0319], [-2.5294, 2.3111, 1.1599], [-0.6349, 3.0369, -0.8619]], "e_lumo_ev": -1.38, "homo_energy_ev": -8.34, "e_above_lowest_kj_mol": 0.0, "e_tot_ha": -478.3138, "orbital_gap_ev": 6.96, "fmax_ev_per_a": 5.3}

=====

Entry 2:
{"formula": "C24H27F6NO2P2Ru", "method": "ωB97M-V/def2-TZVPD", "symbols": ["C", "C", "C", "C", "C", "C", "C", "C", "C", "C", "C", "C", "C", "H", "H", "H", "H", "H", "H", "H", "N", "Ru", "C", "H", "H", "C", "H", "H", "P", "P", "C", "H", "H", "H", "C", "H", "H", "H", "C", "H", "H", "H", "C", "H", "H", "H", "C", "O", "H", "C", "C", "O", "C", "F", "F", "F", "C", "F", "F", "F", "H", "H", "H"], "coordinates": [[-3.5466, -2.0000, -2.1341], [-2.5791, -1.0049, -2.0363], [-2.8954, 0.2247, -1.3861], [-4.1736, 0.3985, -0.7510], [-5.1238, -0.6519, -0.8693], [-4.8147, -1.8168, -1.5545], [-4.3549, 1.5678, -0.0079], [-3.3609, 2.5435, 0.1065], [-2.1152, 2.2902, -0.5701], [-1.0263, 3.2009, -0.4371], [-1.1903, 4.3539, 0.3197], [-2.4123, 4.6216, 0.9619], [-3.4778, 3.7398, 0.8649], [-3.3051, -2.9305, -2.6440], [-6.0936, -0.5058, -0.3975], [-5.5524, -2.6136, -1.6355], [-5.3024, 1.7145, 0.5093], [-0.3545, 5.0414, 0.4181], [-2.5145, 5.5363, 1.5452], [-4.4272, 3.9302, 1.3643], [-1.9393, 1.1678, -1.2876], [0.6432, -0.4090, 0.6678], [-1.1697, -1.1789, -2.5359], [-0.7673, -0.2075, -2.8528], [-1.1165, -1.9145, -3.3523], [0.2742, 2.8412, -1.1011], [0.0578, 2.2975, -2.0275], [0.8572, 3.7472, -1.3224], [-0.0177, -1.6867, -1.1714], [1.2667, 1.6287, -0.1169], [1.9348, 2.6485, 1.2355], [2.6485, 2.0357, 1.8037], [2.4471, 3.5465, 0.8669], [1.1210, 2.9488, 1.9041], [2.7250, 1.3858, -1.1742], [3.2147, 2.3361, -1.4234], [3.4179, 0.7361, -0.6231], [2.4127, 0.8822, -2.0949], [-0.6226, -3.3329, -0.6908], [-0.7465, -3.9630, -1.5843], [0.1118, -3.7826, -0.0076], [-1.5820, -3.2150, -0.1722], [1.5149, -2.0868, -2.0845], [2.2434, -2.4912, -1.3656], [1.2906, -2.8327, -2.8612], [1.9193, -1.1744, -2.5423], [0.1088, 0.2430, 2.3360], [-0.3263, 0.6893, 3.3302], [-0.9093, -0.1347, 0.4636], [4.4275, -2.4190, 1.0487], [3.2000, -1.8102, 1.7004], [2.5718, -1.0024, 0.7798], [2.2537, -2.9498, 2.2259], [2.8483, -3.6909, 3.1912], [1.0515, -2.5227, 2.7194], [1.9553, -3.8030, 1.1936], [3.6692, -0.8675, 2.8842], [4.6056, -1.4527, 3.6818], [4.2400, 0.2611, 2.3588], [2.6469, -0.4536, 3.6770], [4.1126, -2.9985, 0.1772], [4.9554, -3.0581, 1.7558], [5.0706, -1.5969, 0.7240]], "e_lumo_ev": [-7.65, -9.95], "homo_energy_ev": [-13.58, -15.19], "e_above_lowest_kj_mol": 0.0, "charge": 2, "s2": 6.05, "e_tot_ha": -2512.2086, "spin_multiplicity": 5, "orbital_gap_ev": [5.93, 5.24], "fmax_ev_per_a": 7.0}

=====

Entry 3:
{"formula": "C11H10IrN3O9S2", "method": "ωB97M-V/def2-TZVPD", "symbols": ["Ir", "N", "C", "C", "O", "N", "C", "C", "O", "O", "H", "H", "H", "H", "H", "H", "O", "S", "O", "O", "C", "C", "C", "C", "C", "C", "S", "O", "O", "O", "H", "H", "H", "H", "N", "C"], "coordinates": [[-0.6661, -0.9960, -0.6244], [-2.7163, 0.2759, -0.8577], [-4.0031, -0.3680, -0.6884], [-3.9185, -1.4930, 0.3124], [-4.8758, -1.8663, 0.9245], [-2.6186, -2.0787, 0.3935], [-2.4713, -3.0884, 1.1129], [-0.6344, -1.5719, 3.1294], [0.0077, -2.4224, 3.5930], [-1.2847, -0.7184, 2.6924], [-2.4789, 0.8649, -0.0654], [-2.6254, 0.8239, -1.7021], [-4.3100, -0.8064, -1.6399], [-4.7984, 0.2988, -0.3515], [-1.4934, -3.5671, 1.1380], [-3.3149, -3.5082, 1.6708], [1.5297, -0.9625, -1.7569], [2.2517, -0.8657, -0.4876], [3.4962, -1.5908, -0.4325], [1.3236, -1.1782, 0.6220], [2.7376, 0.8692, -0.3394], [4.1071, 1.1025, -0.2951], [4.6070, 2.3930, -0.2167], [3.7406, 3.4720, -0.1697], [2.3722, 3.2600, -0.2188], [1.8626, 1.9707, -0.3175], [0.0846, 1.8452, -0.4104], [-0.4259, 3.1989, -0.3649], [-0.2266, 1.1881, -1.6813], [-0.3474, 0.9843, 0.7164], [4.7616, 0.2426, -0.3281], [5.6779, 2.5555, -0.1913], [4.1260, 4.4819, -0.0963], [1.6681, 4.0790, -0.1879], [-0.5179, -3.9654, -1.6062], [-0.6266, -2.8590, -1.2755]], "e_lumo_ev": [1.73, 1.72], "homo_energy_ev": [-4.97, -4.98], "e_above_lowest_kj_mol": 339.2, "charge": -1, "s2": 0.75, "e_tot_ha": -2167.3745, "spin_multiplicity": 2, "orbital_gap_ev": [6.70, 6.71], "fmax_ev_per_a": 2.5}

=====

Entry 4:
{"formula": "C6H9N2P", "method": "ωB97M-V/def2-TZVPD", "symbols": ["C", "C", "C", "C", "C", "N", "C", "P", "N", "H", "H", "H", "H", "H", "H", "H", "H", "H"], "coordinates": [[0.6893, -1.9322, -0.3772], [-0.2505, -0.8297, -0.0942], [-1.5495, -1.1293, 0.3338], [-2.4447, -0.0552, 0.6037], [-1.9507, 1.1986, 0.5962], [-0.6953, 1.4989, 0.2378], [0.1436, 0.5193, -0.0310], [1.7142, 1.2760, -0.5848], [2.9981, 1.4100, 0.2315], [1.1849, -2.0775, 0.6660], [0.2910, -2.7300, -0.9415], [1.6172, -1.5230, -0.9020], [-1.8678, -2.1242, 0.2076], [-3.3670, -0.3224, 0.9786], [-2.5315, 2.0998, 0.6460], [1.8781, 0.3166, -1.5957], [1.2485, 2.6495, -1.1414], [2.8921, 1.7549, 1.1667]], "e_lumo_ev": 0.43, "homo_energy_ev": -8.81, "e_above_lowest_kj_mol": 148.1, "e_tot_ha": -684.8112, "orbital_gap_ev": 9.24, "fmax_ev_per_a": 4.6, "smiles": "Cc1cccnc1[PH2]=N"}

=====

Entry 5:
{"formula": "C26H29N7O3SSr", "method": "ωB97M-V/def2-TZVPD", "symbols": ["Sr", "N", "C", "S", "N", "N", "C", "C", "C", "C", "C", "C", "C", "O", "H", "H", "H", "H", "H", "H", "H", "O", "C", "C", "C", "C", "N", "C", "C", "C", "C", "C", "C", "O", "C", "C", "N", "H", "H", "H", "H", "H", "H", "H", "H", "H", "H", "H", "H", "N", "C", "N", "C", "C", "C", "C", "C", "H", "H", "H", "H", "H", "H", "H", "H", "H", "H"], "coordinates": [[0.4259, -0.1765, -1.1182], [0.2187, 4.1130, -3.4740], [0.5600, 2.8412, -3.0047], [-0.7358, 1.6699, -3.1016], [1.7700, 2.7434, -2.5635], [2.1467, 1.4956, -2.0715], [3.4201, 1.3591, -2.0102], [4.1766, 0.1804, -1.6142], [5.5551, 0.3672, -1.4322], [6.4074, -0.6684, -1.1173], [5.8728, -1.9554, -1.0094], [4.5288, -2.1818, -1.1999], [3.6222, -1.1314, -1.4937], [2.3615, -1.3703, -1.6277], [-0.4973, 4.0891, -4.1826], [1.0296, 4.6610, -3.7254], [4.0208, 2.2224, -2.3073], [5.9515, 1.3709, -1.5477], [7.4648, -0.4916, -0.9759], [6.5255, -2.7910, -0.7822], [4.1143, -3.1807, -1.1301], [-4.3620, -4.3143, 3.0846], [-4.8362, -3.5287, 2.0091], [-3.6734, -2.9371, 1.2632], [-3.8958, -2.1683, 0.1270], [-2.8104, -1.6231, -0.5273], [-1.5492, -1.7987, -0.1315], [-1.3309, -2.5388, 0.9588], [-2.3675, -3.1223, 1.6812], [0.0887, -2.7079, 1.3876], [0.5057, -3.8670, 2.0257], [1.8381, -3.9885, 2.3936], [2.3536, -5.2452, 3.0514], [1.3538, -5.9827, 3.7280], [2.6966, -2.9374, 2.1010], [2.1940, -1.8264, 1.4452], [0.9155, -1.7016, 1.0981], [-5.1137, -4.6498, 3.5801], [-5.4724, -2.7114, 2.3672], [-5.4295, -4.1307, 1.3117], [-4.8973, -1.9896, -0.2438], [-2.9550, -1.0140, -1.4137], [-2.1640, -3.6963, 2.5720], [-0.1816, -4.6787, 2.2184], [3.1866, -4.9932, 3.7146], [2.7469, -5.9115, 2.2815], [1.0887, -5.4941, 4.5138], [3.7477, -2.9786, 2.3568], [2.8522, -1.0069, 1.1808], [-0.8082, 1.3755, 0.7113], [-1.3382, 2.3563, 0.3933], [-1.9227, 3.4788, 0.0334], [-3.1307, 3.3752, -0.8122], [-4.0058, 4.6065, -0.5985], [-3.1564, 5.8644, -0.3488], [-1.7755, 5.7063, -0.9758], [-1.0009, 4.6079, -0.2613], [-3.6513, 2.4617, -0.5262], [-2.8155, 3.2534, -1.8507], [-4.6894, 4.4478, 0.2365], [-4.6192, 4.7366, -1.4928], [-3.0343, 6.0195, 0.7267], [-3.6636, 6.7481, -0.7366], [-1.2000, 6.6301, -0.9116], [-1.8605, 5.4612, -2.0370], [-0.6201, 4.9748, 0.6931], [-0.1759, 4.2722, -0.8880]], "e_lumo_ev": -0.15, "homo_energy_ev": -6.70, "e_above_lowest_kj_mol": 3.2, "e_tot_ha": -2046.1957, "orbital_gap_ev": 6.55, "fmax_ev_per_a": 0.2}

=====

Entry 6:
{"formula": "C47H80O17", "method": "ωB97M-V/def2-TZVPD", "symbols": ["C", "C", "C", "C", "H", "H", "C", "H", "H", "C", "C", "H", "H", "H", "C", "H", "C", "H", "C", "H", "O", "H", "C", "H", "H", "C", "H", "C", "C", "H", "H", "H", "C", "C", "H", "H", "C", "H", "C", "C", "H", "H", "H", "C", "H", "H", "H", "C", "C", "C", "H", "H", "C", "C", "H", "H", "H", "H", "H", "H", "O", "C", "O", "C", "C", "O", "H", "H", "H", "C", "O", "H", "C", "C", "O", "H", "H", "O", "H", "H", "H", "H", "H", "H", "H", "C", "C", "H", "H", "C", "H", "H", "C", "H", "H", "H", "O", "C", "O", "C", "C", "H", "H", "O", "C", "O", "C", "H", "C", "O", "H", "C", "O", "H", "C", "O", "H", "H", "H", "H", "H", "H", "C", "O", "H", "C", "O", "H", "C", "O", "H", "H", "H", "H", "H", "H", "H", "C", "H", "H", "H", "H", "H", "H"], "coordinates": [[3.1108, 0.2460, 4.1624], [4.2626, 0.7751, 3.3590], [4.9550, 0.0668, 2.4750], [4.7164, -1.3668, 2.0988], [5.5782, -1.7517, 1.5539], [4.6014, -1.9727, 3.0028], [3.4390, -1.5528, 1.2654], [3.2761, -2.6185, 1.0969], [2.6077, -1.1652, 1.8526], [3.4426, -0.8445, -0.0997], [4.6724, -1.2374, -0.9182], [5.5429, -0.7228, -0.5312], [4.8513, -2.3053, -0.8516], [4.5501, -0.9713, -1.9658], [2.1578, -1.1446, -0.9229], [2.1487, -0.3942, -1.7215], [0.7982, -1.0862, -0.1987], [0.8975, -1.6400, 0.7349], [0.1968, 0.2758, 0.1278], [0.1526, 0.8868, -0.7860], [0.9383, 0.9977, 1.1063], [1.8759, 0.7441, 1.0279], [-1.2139, 0.1118, 0.7135], [-1.6371, 1.1117, 0.7963], [-1.0859, -0.2625, 1.7289], [-2.1436, -0.7896, -0.1084], [-2.2309, -0.3238, -1.0930], [-1.4866, -2.1752, -0.3567], [-1.2275, -2.9423, 0.9498], [-2.1570, -3.3265, 1.3490], [-0.7704, -2.3287, 1.7170], [-0.5832, -3.7988, 0.7744], [-2.4207, -3.0495, -1.2099], [-3.8564, -3.0789, -0.6946], [-3.9108, -3.5745, 0.2725], [-4.4486, -3.6711, -1.3914], [-4.4142, -1.6573, -0.6168], [-4.1953, -1.1919, -1.5878], [-5.9610, -1.6127, -0.5154], [-6.5500, -2.3185, 0.7071], [-6.1813, -3.3389, 0.7651], [-7.6318, -2.3545, 0.6081], [-6.3147, -1.8111, 1.6342], [-6.5745, -2.2714, -1.7637], [-7.6135, -1.9648, -1.8556], [-6.0495, -1.9689, -2.6674], [-6.5503, -3.3548, -1.6910], [-6.3830, -0.1267, -0.5521], [-5.6723, 0.7169, 0.4992], [-4.1588, 0.6324, 0.3411], [-3.7013, 1.2366, 1.1247], [-3.8894, 1.0716, -0.6227], [-3.6181, -0.8117, 0.4138], [-3.7352, -1.2935, 1.8654], [-2.8173, -1.1000, 2.4093], [-4.5253, -0.7619, 2.3868], [-3.9550, -2.3520, 1.9361], [-5.9794, 0.3821, 1.4901], [-5.9921, 1.7557, 0.3882], [-6.1313, 0.2714, -1.5471], [-7.8039, -0.0610, -0.4007], [-8.4549, 1.0173, -0.9973], [-8.4152, 2.1931, -0.2288], [-9.3085, 2.3226, 0.8736], [-8.8604, 1.5408, 2.1261], [-9.0658, 0.1623, 2.0387], [-8.5491, -0.1691, 1.2802], [-9.4599, 1.8889, 2.9713], [-7.8048, 1.7774, 2.3192], [-10.7656, 1.9809, 0.5025], [-11.6812, 2.9834, 0.8743], [-11.4235, 3.8172, 0.4613], [-10.8662, 1.6915, -0.9978], [-9.8866, 0.5701, -1.3440], [-9.9279, 0.2481, -2.7070], [-10.8601, 0.1581, -2.9464], [-10.1382, -0.3126, -0.7349], [-12.1657, 1.2860, -1.3542], [-12.7830, 1.7380, -0.7637], [-10.5894, 2.5964, -1.5679], [-11.0826, 1.0869, 1.0528], [-9.2421, 3.3914, 1.1149], [-7.9469, 1.2969, -1.9329], [-2.4591, -2.6761, -2.2319], [-2.0212, -4.0651, -1.2451], [-0.1459, -1.8939, -1.1173], [0.7278, -3.1162, -1.4409], [0.6861, -3.8612, -0.6502], [0.4144, -3.5985, -2.3654], [2.1605, -2.5628, -1.5444], [2.4946, -2.5295, -2.5806], [2.8446, -3.2169, -1.0083], [-0.3541, -1.1776, -2.4661], [-1.0293, -1.7429, -3.1016], [0.5901, -1.1113, -2.9962], [-0.7443, -0.1710, -2.3675], [3.4506, 0.5754, 0.2245], [3.9838, 1.5078, -0.6411], [5.3838, 1.5896, -0.4326], [6.0405, 2.5004, -1.2852], [7.5465, 2.4641, -1.0047], [8.0200, 3.2035, -1.6536], [7.7329, 2.7192, 0.0427], [8.1311, 1.2111, -1.3061], [8.1847, 0.3192, -0.2192], [9.1670, 0.7056, 0.7104], [10.4835, 0.6648, 0.1814], [10.5788, 1.3222, -0.6896], [10.8226, -0.7761, -0.1903], [10.6976, -1.6095, 0.9482], [10.2949, -1.0825, 1.6526], [9.8484, -1.2444, -1.3030], [10.0549, -0.5408, -2.4965], [9.5486, 0.2834, -2.4574], [8.4037, -1.1014, -0.7972], [8.0576, -2.0888, 0.1349], [8.8405, -2.2753, 0.6780], [7.7168, -1.2091, -1.6451], [10.0495, -2.3009, -1.5186], [11.8504, -0.8463, -0.5649], [11.1331, 1.0291, 0.9806], [7.2505, 0.3364, 0.3537], [5.5144, 3.9257, -1.0663], [6.1312, 4.7889, -1.9830], [5.6296, 5.6149, -1.9679], [3.9951, 3.9320, -1.2346], [3.5223, 5.2230, -0.9379], [2.5654, 5.1481, -0.8280], [3.3530, 2.8822, -0.3235], [1.9736, 2.9380, -0.5576], [1.5140, 2.3894, 0.1117], [3.5871, 3.1123, 0.7261], [3.7467, 3.6794, -2.2798], [5.7436, 4.2366, -0.0338], [5.8688, 2.2172, -2.3360], [3.7848, 1.2593, -1.7018], [5.7528, 0.5616, 1.9403], [4.5762, 2.2206, 3.6146], [3.6787, 2.8255, 3.4860], [5.3447, 2.5807, 2.9352], [4.9238, 2.3604, 4.6388], [3.1278, -0.8384, 4.2294], [2.1682, 0.5516, 3.7065], [3.1377, 0.6567, 5.1708]], "e_lumo_ev": 0.52, "homo_energy_ev": -8.57, "e_tot_ha": -3118.0113, "orbital_gap_ev": 9.10, "fmax_ev_per_a": 0.8}